24
Properties=species:S:1:pos:R:3 method="wB97M-V/def2-TZVPD" homo_energy_ev=-9.04 charge=0 smiles="CNC(C)=O.CNC(C)=O" e_tot_ev=-13524.5380 gap_ev=9.55 lumo_energy_ev=0.516 multiplicity=1 de_lowest_kj_mol=104.8
C -2.778 -2.218 1.001
C -0.619 0.664 2.242
C -1.876 -0.988 0.876
O -1.592 -0.616 -0.248
N -1.441 -0.521 2.073
H -3.180 -2.436 1.979
H -1.784 -0.950 2.912
H 0.406 0.586 1.824
H -3.467 -2.321 0.161
H -2.106 -3.074 0.790
H -1.124 1.575 1.910
H -0.383 0.758 3.306
C 1.600 -1.114 -0.943
C 1.289 2.633 -1.363
C 1.771 1.187 -1.375
O 2.807 0.973 -1.996
N 1.077 0.212 -0.719
H 0.186 0.354 -0.253
H 0.928 -1.956 -1.043
H 1.710 3.131 -0.474
H 2.303 -1.182 -1.773
H 2.351 -1.307 -0.152
H 1.680 3.052 -2.274
H 0.198 2.608 -1.428